(1)
60
Properties=species:S:1:pos:R:3:forces:R:3:nbo_charge:R:1 method="wB97M-V/def2-TZVPD" lumo_energy_ev=0.28 relative_energy_ev=4.3099 e_tot_ev=-41698.067 smiles="O=C1CCCO1.O=C1CCCO1.O=C1CCCO1.O=C1CCCO1.O=C1CCCO1" e_homo_ev=-9.662 gap_ev=9.94
O 3.6084 -5.6894 -0.0184 -0.77 -2.10 0.70 -0.580
C 3.4212 -6.8212 0.4248 -1.33 4.84 -1.33 0.774
C 2.0345 -7.3846 1.0281 1.08 2.35 -2.26 -0.506
C 2.5619 -8.3803 1.9407 0.85 -1.51 -0.16 -0.446
C 3.9438 -8.7659 1.2168 0.11 -1.52 1.46 -0.081
O 4.4379 -7.6647 0.4924 -1.53 0.16 0.13 -0.462
H 1.3848 -6.6484 1.5014 0.68 0.52 0.02 0.239
H 1.3945 -7.6975 0.2032 0.42 -0.62 -0.26 0.231
H 2.6169 -7.8689 2.9017 0.61 -0.69 0.24 0.221
H 1.8187 -9.1776 1.9362 0.65 -0.57 0.67 0.226
H 4.8277 -8.9731 1.8200 -0.63 -0.71 0.68 0.203
H 3.7873 -9.5841 0.5139 -0.14 -0.15 0.11 0.181
O -0.6902 -1.6152 9.8732 0.16 1.87 2.38 -0.536
C -0.5185 -2.1600 8.8646 -0.78 -3.00 -3.42 0.808
C -1.0621 -3.5687 8.4859 1.42 0.50 -1.70 -0.531
C -0.8264 -3.5647 6.9244 -0.87 -0.43 -0.02 -0.430
C 0.2395 -2.4677 6.5914 -2.95 -0.79 0.47 -0.073
O -0.0094 -1.5897 7.7245 1.98 0.81 0.05 -0.512
H -0.4688 -4.3858 8.8964 -0.02 0.23 0.44 0.228
H -2.0983 -3.6618 8.8110 0.15 0.05 -0.15 0.241
H -0.6619 -4.5597 6.5107 0.52 0.00 0.17 0.210
H -1.7507 -3.2696 6.4279 -0.10 0.24 0.12 0.209
H 1.2088 -2.8505 6.2720 0.62 0.27 1.45 0.191
H -0.0900 -1.9300 5.7024 -0.14 0.25 0.21 0.194
O 4.1536 8.7312 1.0020 0.21 -2.33 3.42 -0.607
C 4.0141 7.9397 1.9894 1.81 4.13 -5.83 0.763
C 5.0535 7.1462 2.6506 0.95 -0.51 1.51 -0.525
C 4.2033 6.0498 3.2359 0.75 -1.01 0.76 -0.424
C 2.8460 6.6487 3.4860 -0.17 -0.09 -2.61 -0.085
O 2.8297 7.6398 2.3424 -3.41 -1.45 2.65 -0.457
H 5.7865 6.7825 1.9305 0.02 0.27 0.18 0.250
H 5.5342 7.6415 3.4942 0.24 0.61 -0.40 0.238
H 4.1599 5.3249 2.4230 -0.64 -0.39 0.29 0.210
H 4.5253 5.5277 4.1369 0.57 0.10 -0.11 0.223
H 2.2166 5.7980 3.2245 -0.97 0.71 0.15 0.206
H 2.5110 7.1473 4.3955 0.62 -0.06 -0.01 0.207
O -1.8723 0.7625 0.6489 -0.95 0.92 1.94 -0.581
C -1.4171 0.4972 -0.4098 1.11 1.73 2.57 0.776
C 0.0198 0.8920 -0.7984 -2.23 -0.33 -0.74 -0.516
C 0.0234 0.2579 -2.1799 1.41 -0.52 0.07 -0.445
C -1.2160 -0.6709 -2.2317 2.00 -1.26 -1.18 -0.080
O -2.0657 -0.3132 -1.1856 -0.89 -0.32 -2.06 -0.454
H 0.1645 1.9709 -0.8545 -0.20 -0.14 0.37 0.243
H 0.5715 0.4666 0.0399 0.57 -0.10 -0.53 0.242
H 0.0396 1.0262 -2.9529 -0.19 -0.15 0.00 0.220
H 0.9498 -0.3132 -2.2401 -0.13 -0.20 -0.68 0.224
H -1.6246 -0.7347 -3.2402 -0.71 0.52 0.30 0.197
H -0.9123 -1.6937 -2.0088 0.22 -0.16 -0.07 0.174
O -4.1005 3.7557 -8.0763 -2.50 1.39 -4.65 -0.562
C -4.7696 3.9270 -9.1389 2.37 0.37 3.42 0.787
C -5.5254 2.8613 -9.8557 -0.88 -1.52 1.60 -0.549
C -6.4515 3.5344 -10.8115 0.30 -2.37 -1.62 -0.444
C -6.1427 4.9576 -10.6763 0.70 2.41 -0.22 -0.076
O -4.9637 5.1561 -9.8309 -0.31 -2.63 1.67 -0.492
H -4.9503 1.9722 -10.1144 0.63 0.61 -0.79 0.260
H -6.2060 2.3282 -9.1919 0.27 0.36 1.02 0.249
H -6.2151 3.1546 -11.8055 -0.26 0.28 -0.26 0.218
H -7.4702 3.2170 -10.5888 -0.04 0.55 -0.12 0.221
H -5.8145 5.4103 -11.6119 -0.56 0.15 -0.03 0.199
H -6.9945 5.4797 -10.2404 0.27 0.40 0.00 0.190

=====

(2)
82
Properties=species:S:1:pos:R:3:forces:R:3:mulliken_charge:R:1 method="wB97M-V/def2-TZVPD" lumo_energy_ev=-7.69 relative_energy_ev=0.2438 e_tot_ev=-62951.178 e_homo_ev=-13.357 gap_ev=5.66 charge=+2
Zr -0.0992 0.3862 0.0395 0.30 0.64 1.85 0.324
C -1.8065 0.8451 -6.6544 -0.23 -0.18 0.31 -0.357
C -1.8203 -0.4638 -6.3700 -0.37 0.60 -0.32 -0.135
C -1.0857 -1.5078 -7.1569 0.51 -0.35 -0.14 -0.895
C 0.3552 -1.1242 -7.6162 -0.05 -0.30 -0.16 -1.133
C 1.1739 -0.2741 -6.6745 0.17 0.21 0.04 -0.020
C 1.2131 1.0647 -6.7162 0.47 -0.59 -0.17 -0.612
C 0.3638 1.9298 -7.5945 -0.32 0.25 -0.09 -0.988
C -1.0918 1.4382 -7.8368 0.18 0.33 -0.36 -0.980
C 1.7304 0.2654 1.2746 0.29 -0.37 -0.31 -1.399
H -2.3951 1.5507 -6.0495 0.22 -0.41 -0.12 0.427
H -2.4701 -0.8435 -5.5742 0.09 0.27 -0.12 0.586
H -1.6279 -1.7879 -8.0790 -0.03 0.06 0.46 0.440
H -1.0213 -2.4203 -6.5467 -0.06 0.11 -0.16 0.225
H 0.9063 -2.0668 -7.7894 -0.23 0.41 0.00 0.463
H 0.2836 -0.6245 -8.5923 0.22 -0.22 0.35 0.302
H 1.8290 -0.8357 -5.9907 -0.09 0.40 -0.32 0.696
H 1.9793 1.6189 -6.1638 -0.35 -0.39 -0.09 0.665
H 0.8356 2.0611 -8.5864 -0.08 0.02 0.39 0.312
H 0.3339 2.9270 -7.1323 -0.03 -0.15 -0.18 0.386
H -1.6574 2.3137 -8.1900 0.08 -0.31 0.05 0.503
H -1.0710 0.7246 -8.6680 -0.25 0.20 0.23 0.320
H 1.6986 1.2510 1.7841 -0.18 0.06 -0.08 0.531
H 2.7281 0.1819 0.8091 -0.34 -0.01 0.33 0.373
H 1.6853 -0.5085 2.0598 -0.04 0.15 -0.24 0.447
P -1.6852 -0.6017 -1.7858 -1.40 -0.17 -1.53 0.934
P 1.6763 0.0416 -1.7494 2.08 -0.46 -1.05 1.243
C -0.5501 -0.8623 -3.1784 1.02 -0.01 -0.46 -0.073
C 0.8010 -0.7404 -3.1093 -1.06 -0.15 -0.40 -0.932
C -2.7383 -2.0976 -1.6309 0.40 -0.21 -0.13 0.200
C -2.8245 -2.9585 -2.7321 0.14 -0.02 0.27 -0.370
C -3.4514 -4.1977 -2.6129 -0.11 0.22 0.08 -0.655
C -4.0444 -4.5603 -1.4012 0.12 0.36 0.06 -0.616
C -4.0305 -3.6666 -0.3171 0.03 0.12 -0.23 -0.756
C -3.3698 -2.4384 -0.4260 0.05 -0.12 -0.25 -0.079
C -2.8475 0.7299 -2.3585 0.24 -0.05 0.22 0.438
C -2.3436 2.0265 -2.5456 -0.18 -0.04 0.47 -0.287
C -3.2205 3.0995 -2.6981 0.04 0.16 -0.10 -0.843
C -4.6006 2.8854 -2.7356 -0.04 -0.37 0.02 -0.533
C -5.1076 1.5804 -2.6498 0.53 0.17 -0.07 -0.762
C -4.2270 0.5110 -2.4585 -0.06 0.04 0.19 -0.447
C 3.2110 -0.9580 -1.6369 0.23 -0.11 0.48 0.558
C 3.0927 -2.2906 -1.2250 0.03 -0.17 0.26 -0.450
C 4.2368 -3.0581 -0.9778 0.11 0.19 -0.19 -0.720
C 5.5191 -2.5151 -1.1771 -0.57 0.05 -0.03 -0.561
C 5.6317 -1.1956 -1.6324 -0.01 -0.19 -0.06 -0.620
C 4.4923 -0.4182 -1.8614 -0.19 0.03 0.20 -0.430
C 2.3083 1.6916 -2.2705 -0.74 0.17 -0.08 0.488
C 2.6092 2.6924 -1.3325 -0.30 -0.03 -0.16 -0.502
C 2.9808 3.9654 -1.7738 0.09 0.03 0.15 -0.617
C 3.0761 4.2528 -3.1376 -0.11 -0.45 -0.10 -0.744
C 2.7757 3.2475 -4.0718 0.12 0.14 0.27 -0.295
C 2.3913 1.9782 -3.6346 -0.16 0.08 -0.09 0.098
H -1.0344 -1.1073 -4.1367 0.45 -0.22 0.44 -0.078
H 1.4748 -1.1322 -3.8851 -0.60 0.43 -0.05 0.798
H -2.3768 -2.6649 -3.6751 -0.04 -0.21 0.04 0.250
H -3.4729 -4.8584 -3.4805 -0.06 0.12 0.33 0.455
H -4.5278 -5.5319 -1.3068 0.10 0.27 0.03 0.424
H -4.5390 -3.9276 0.6132 0.21 0.06 -0.30 0.413
H -3.3542 -1.7339 0.4076 -0.02 -0.29 -0.07 0.450
H -1.2660 2.1994 -2.5462 -0.01 0.06 -0.06 0.448
H -2.8217 4.1126 -2.7848 -0.15 -0.33 -0.04 0.452
H -5.2881 3.7267 -2.8344 0.26 -0.23 -0.01 0.419
H -6.1783 1.3973 -2.7231 0.27 0.04 0.03 0.458
H -4.6115 -0.5000 -2.3670 -0.03 0.14 0.04 0.454
H 2.0939 -2.7086 -1.0624 0.46 0.00 0.00 0.348
H 4.1213 -4.0833 -0.6247 0.06 0.28 -0.14 0.444
H 6.4119 -3.1257 -0.9855 -0.47 0.37 -0.09 0.399
H 6.6227 -0.7716 -1.8125 -0.39 -0.09 0.05 0.418
H 4.6054 0.6094 -2.2035 0.01 -0.22 0.11 0.410
H 2.5296 2.4818 -0.2657 0.16 0.12 -0.16 0.338
H 3.1945 4.7420 -1.0367 -0.02 -0.25 -0.24 0.428
H 3.3758 5.2501 -3.4756 -0.15 -0.43 0.16 0.411
H 2.8346 3.4674 -5.1402 -0.01 -0.12 0.34 0.490
H 2.1022 1.2082 -4.3490 0.17 0.28 0.15 -0.069
C -1.3853 -0.7041 2.5219 0.81 -1.78 -0.73 -0.465
O -0.7938 -1.9455 1.8480 -1.00 1.26 0.94 -0.373
C -0.3070 -1.8206 0.6023 0.52 -0.19 -1.19 0.757
O 0.0714 -2.7627 -0.0754 -0.69 1.65 1.41 -0.531
H -0.7289 -0.4904 3.3694 -0.12 0.23 -0.29 0.318
H -2.3720 -1.0239 2.8844 0.29 0.36 -0.34 0.322
H -1.5055 0.2105 1.8429 -0.15 -0.99 0.76 0.266

=====

(3)
64
Properties=species:S:1:pos:R:3:forces:R:3:nbo_charge:R:1 method="wB97M-V/def2-TZVPD" lumo_energy_ev="4.79 / 4.79" relative_energy_ev=0.6078 e_tot_ev=-135752.186 spin_multiplicity=3 e_homo_ev="0.580 / -1.748" gap_ev="4.21 / 6.54" charge=-2 s2=2.022
Ti 0.6675 0.0890 0.1420 0.16 -0.63 0.42 1.576
O 3.5202 1.1666 -3.1501 0.22 0.05 -0.17 -0.696
C 3.9950 2.3136 -2.6488 -0.02 -0.15 -0.07 0.437
C 5.0554 2.9241 -3.3257 0.06 0.09 0.01 -0.315
C 5.6018 4.1038 -2.8570 -0.05 -0.07 -0.02 -0.200
C 5.1013 4.6986 -1.7022 0.00 0.03 0.03 -0.291
C 4.0479 4.0968 -1.0343 0.01 0.06 0.02 -0.138
C 3.4769 2.9129 -1.4889 -0.02 -0.18 -0.01 -0.217
C 2.3418 2.2774 -0.7683 0.00 0.11 0.01 0.601
O 1.8237 1.2023 -1.2759 -0.12 -0.05 0.13 -0.790
N 1.8948 2.8642 0.3066 -0.10 0.11 0.05 -0.431
N 0.7948 2.1407 0.7378 0.26 0.17 -0.07 -0.328
C -0.0814 2.7327 1.4426 -0.26 0.12 0.19 0.135
C -1.4073 2.1710 1.6445 0.16 0.11 -0.05 -0.216
C -2.2270 2.7013 2.6413 -0.10 -0.03 0.04 -0.162
C -3.5554 2.3386 2.7674 0.06 -0.02 -0.05 -0.315
C -4.0901 1.4606 1.8178 -0.02 0.05 0.06 -0.214
C -3.3124 0.9505 0.8034 -0.13 -0.14 -0.02 -0.260
C -1.9311 1.2395 0.6964 -0.10 0.06 0.06 0.407
O -1.2370 0.6844 -0.2385 0.00 0.09 -0.08 -0.757
H 2.7964 0.8582 -2.5449 -0.10 0.03 0.05 0.526
H 5.4348 2.4396 -4.2165 -0.01 -0.01 0.00 0.206
H 6.4268 4.5595 -3.3935 0.00 0.01 0.00 0.190
H 5.5314 5.6195 -1.3277 0.00 0.00 0.00 0.192
H 3.6358 4.5307 -0.1331 0.00 0.01 0.00 0.230
H 0.1119 3.7432 1.8103 0.08 0.00 -0.05 0.169
H -1.7908 3.4175 3.3318 -0.01 0.01 0.01 0.191
H -4.1708 2.7378 3.5636 0.00 0.01 0.01 0.191
H -5.1368 1.1799 1.8765 0.00 -0.01 0.00 0.190
H -3.7281 0.2813 0.0574 0.01 0.00 0.00 0.211
N -1.8490 -2.2535 0.2697 0.01 -0.02 -0.04 -0.823
C -1.9110 -2.1655 -1.1288 -0.13 -0.02 0.15 0.169
C -3.1385 -2.3833 -1.7593 -0.01 0.00 -0.03 -0.320
C -3.2290 -2.4265 -3.1465 0.07 0.01 0.00 -0.219
C -2.0896 -2.3020 -3.9158 -0.06 -0.01 0.05 -0.312
C -0.8346 -2.0811 -3.3082 0.07 0.00 -0.05 0.031
C 0.3698 -2.0400 -4.0596 0.01 -0.01 0.04 -0.316
C 1.5864 -1.9442 -3.3632 -0.05 -0.01 -0.05 -0.309
C 1.5834 -1.7220 -2.0117 0.02 -0.01 0.02 -0.009
N 0.4444 -1.5733 -1.2623 0.02 0.15 0.03 -0.685
C -0.7566 -1.9270 -1.8942 0.09 0.03 -0.08 0.102
H -1.0158 -1.8367 0.6712 -0.05 -0.02 -0.01 0.410
H -2.6569 -1.8340 0.7098 0.01 0.00 0.00 0.362
H -4.0181 -2.5433 -1.1435 0.00 0.00 0.00 0.184
H -4.1928 -2.5847 -3.6201 0.00 0.00 0.01 0.181
H -2.1372 -2.3799 -4.9972 0.00 0.00 0.00 0.181
H 0.3365 -2.1594 -5.1363 -0.01 0.00 0.00 0.176
H 2.5356 -2.0021 -3.8829 0.00 0.01 0.02 0.198
H 2.5124 -1.5822 -1.4711 0.00 0.02 0.02 0.218
Br 3.3080 -0.5203 0.9916 -0.08 0.01 -0.08 -0.705
C 1.0381 -0.1840 3.9776 0.01 0.00 0.00 -0.630
C 0.2010 -1.1137 3.0963 -0.01 0.08 0.14 0.273
C -1.2183 -1.2271 3.6689 0.02 0.03 -0.03 -0.621
C 0.8482 -2.4978 3.0203 0.01 0.03 -0.07 -0.636
O 0.1070 -0.5624 1.8209 0.11 -0.03 -0.61 -0.886
H 1.1339 -0.5907 4.9898 0.01 0.02 0.01 0.178
H 0.5589 0.7974 4.0338 -0.01 -0.01 0.00 0.199
H 2.0283 -0.0613 3.5368 -0.01 -0.02 0.00 0.248
H -1.1968 -1.5962 4.6993 -0.01 -0.01 0.00 0.182
H -1.8114 -1.9159 3.0631 0.00 -0.02 0.01 0.205
H -1.7039 -0.2479 3.6483 0.01 0.00 0.01 0.215
H 0.9202 -2.9514 4.0142 -0.01 -0.01 0.00 0.177
H 1.8441 -2.4039 2.5870 0.01 0.00 0.01 0.248
H 0.2521 -3.1475 2.3746 -0.01 0.00 0.02 0.210